Entry 1:
Here is a cluster of 15 separate species, C30H90O15 in total in a non-equilibrium geometry from the Open Molecules 2025 dataset. Energies are from ωB97M-V with the def2-TZVPD basis set.

The relative energy (zero: lowest compared OMol25 entry of this formula, charge and spin) is 175.4 kcal per mole. The value obtained for the HOMO energy is -9.932 eV. The value obtained for the frontier orbital gap is 10.12 eV. The value obtained for the LUMO energy is 0.19 eV.

Cartesian coordinates (Å):
C 7.06511 -0.70066 3.12562
C 6.41188 -0.32239 1.82829
O 7.26404 -0.70758 0.80358
H 6.32597 -0.65114 3.92518
H 7.79534 0.08729 3.31002
H 7.56983 -1.66645 3.10129
H 6.18206 0.74311 1.83005
H 5.47623 -0.87862 1.77113
H 6.84739 -0.51789 -0.04023
C 2.94188 4.27196 -0.00633
C 1.64948 5.07710 0.05031
O 0.57024 4.29373 -0.53902
H 3.32950 4.19273 -1.02199
H 2.78738 3.28557 0.43102
H 3.67338 4.80024 0.60516
H 1.82981 6.00401 -0.49415
H 1.42660 5.29724 1.09432
H 0.41138 3.53566 0.02817
C -0.24431 -5.59960 -0.04809
C -0.19881 -5.50162 -1.57863
O -0.97882 -6.49316 -2.22766
H 0.40273 -4.83046 0.37364
H 0.06585 -6.58585 0.29719
H -1.27878 -5.40310 0.23361
H 0.83615 -5.57968 -1.91159
H -0.60289 -4.53364 -1.87501
H -1.91338 -6.28091 -2.17169
C 0.72057 -4.20904 5.06956
C 1.30474 -2.91741 4.54857
O 2.55444 -3.08580 3.85556
H -0.12567 -4.00777 5.72641
H 1.46806 -4.77806 5.62235
H 0.42827 -4.84263 4.23217
H 1.39930 -2.14398 5.31078
H 0.58058 -2.46010 3.87435
H 3.17628 -3.56219 4.41051
C -0.91346 6.01490 4.86255
C -1.91868 5.69045 6.00274
O -1.93610 6.79431 6.90530
H -0.77307 5.18348 4.17181
H 0.02151 6.37839 5.28895
H -1.38164 6.84198 4.32883
H -1.72179 4.76215 6.53902
H -2.93685 5.59159 5.62633
H -2.62053 7.41028 6.63378
C -1.23277 6.59415 -4.53333
C -2.33383 5.53600 -4.36688
O -1.75635 4.26473 -3.98125
H -1.63770 7.59195 -4.70221
H -0.49549 6.43221 -5.31964
H -0.67650 6.73971 -3.60733
H -2.85652 5.42895 -5.31738
H -3.09950 5.73339 -3.61663
H -1.20527 4.44008 -3.21500
C -3.77171 -1.02103 -6.72845
C -3.66643 0.20411 -5.82364
O -2.23721 0.50001 -5.73895
H -3.23272 -1.86382 -6.29567
H -3.43167 -0.85817 -7.75117
H -4.79974 -1.37700 -6.79581
H -4.05837 0.07640 -4.81459
H -4.12679 1.06458 -6.30921
H -2.14043 1.31551 -5.24176
C 2.87421 1.59491 6.16676
C 1.44344 2.13365 6.33176
O 0.51100 1.55610 5.44798
H 3.09263 1.44822 5.10899
H 2.97161 0.59544 6.59064
H 3.63706 2.19384 6.66419
H 1.53870 3.21576 6.24188
H 1.15387 1.86161 7.34678
H -0.32228 1.58718 5.92366
C 0.85022 -3.32531 -6.03648
C 0.76056 -3.04560 -7.49845
O 1.28783 -4.05487 -8.27935
H 0.14391 -4.00172 -5.55511
H 0.89309 -2.33849 -5.57557
H 1.83617 -3.77802 -5.93148
H 1.31156 -2.14224 -7.76006
H -0.29418 -2.90863 -7.73691
H 2.23867 -4.09413 -8.15300
C -4.69610 -4.83298 4.81392
C -4.57760 -4.13778 3.45013
O -4.99922 -5.06842 2.48912
H -4.61427 -4.09951 5.61606
H -3.91151 -5.58058 4.93070
H -5.64961 -5.33575 4.97560
H -3.60185 -3.79605 3.10481
H -5.27878 -3.30336 3.43702
H -5.95035 -5.19686 2.50954
C -4.40211 0.74874 4.64766
C -4.17770 0.32683 6.10923
O -3.40894 1.26097 6.82690
H -5.14381 0.16685 4.10050
H -3.48033 0.82658 4.07115
H -4.84603 1.74407 4.66662
H -3.58821 -0.59000 6.10270
H -5.13644 0.07179 6.56077
H -3.55215 1.12056 7.76573
C -4.83535 -1.38617 -0.82946
C -4.97710 0.09941 -0.60287
O -6.36897 0.39833 -0.70569
H -5.56744 -1.95826 -0.25949
H -3.82667 -1.72786 -0.59736
H -5.09954 -1.61989 -1.86081
H -4.45065 0.66289 -1.37320
H -4.55167 0.40000 0.35460
H -6.43160 1.31188 -0.41741
C 2.53617 2.03950 -5.65653
C 3.74436 1.76775 -6.59529
O 4.55950 0.73521 -5.98282
H 1.98300 2.92226 -5.97722
H 2.79521 2.22697 -4.61448
H 1.83628 1.20800 -5.73934
H 4.31114 2.67131 -6.81984
H 3.52961 1.52677 -7.63640
H 5.35305 0.63250 -6.51322
C 0.06455 0.17723 -0.98604
C 0.01937 -0.04428 0.57738
O -0.32279 1.16322 1.21889
H -0.89363 0.58429 -1.30897
H 0.19258 -0.80294 -1.44534
H 0.89453 0.82064 -1.27801
H 0.97820 -0.31986 1.01646
H -0.71463 -0.73235 0.99679
H -0.15244 1.02455 2.15343
C 5.22654 -3.30578 -3.55905
C 4.49644 -2.38160 -2.53585
O 5.10843 -1.13514 -2.79955
H 4.89098 -4.34278 -3.57017
H 6.28667 -3.19743 -3.33002
H 5.01220 -2.97036 -4.57377
H 4.76309 -2.80642 -1.56811
H 3.41510 -2.36755 -2.67228
H 5.07025 -0.89504 -3.72826

=====

Entry 2:
Here is a structure of composition C31H14BrClNO7Ru in a non-equilibrium geometry from the Open Molecules 2025 dataset. Energies are from ωB97M-V with the def2-TZVPD basis set.

The expectation value of S² is 0.784. The value obtained for the HOMO energy (alpha / beta) is -1.828 / -1.878 eV. Its total charge is -2. The multiplicity is 2. The value obtained for the frontier orbital gap (alpha / beta) is 5.78 / 5.83 eV. The value obtained for the LUMO energy (alpha / beta) is 3.95 / 3.95 eV.

Cartesian coordinates (Å):
Ru -0.77907 0.89932 -0.36898
Cl -5.69569 -1.15002 5.15149
C -4.52575 -0.39014 4.08155
C -3.57550 0.49288 4.61881
C -2.67463 1.10995 3.79672
C -2.64730 0.87878 2.38002
O -1.83154 1.51006 1.64682
C -3.61077 -0.05662 1.88189
C -3.65424 -0.40568 0.48593
O -2.89799 -0.04710 -0.39831
C -4.54098 -0.66022 2.74319
H -3.55871 0.66892 5.68740
H -1.94277 1.79853 4.20028
H -4.48782 -1.07893 0.20153
H -5.26747 -1.34898 2.32536
Br -0.47896 3.69429 0.30248
C 1.13955 3.79889 -0.68283
C 1.71787 5.02856 -0.79717
C 2.92403 5.16660 -1.51229
C 3.48896 4.07030 -2.09316
C 2.89517 2.78850 -1.97641
C 3.49990 1.66690 -2.58580
C 2.93226 0.43415 -2.45646
C 1.74853 0.26748 -1.70919
C 1.10025 1.31653 -1.09900
C 1.68126 2.61692 -1.24208
H 1.24491 5.88833 -0.34148
H 3.38859 6.14184 -1.59743
H 4.41558 4.15529 -2.65099
H 4.41265 1.80819 -3.15500
H 3.38318 -0.43099 -2.92867
H 1.33309 -0.72682 -1.62062
O -2.14330 0.12046 -6.49510
C -1.86125 0.21227 -5.31910
C -1.28944 -0.87233 -4.44549
O -0.91335 -1.97697 -4.80019
C -1.23801 -0.30994 -3.08462
C -1.58293 1.06119 -3.13947
O -1.51042 1.78441 -2.08889
C -2.02424 1.44687 -4.47007
O -2.43977 2.53053 -4.85639
O -0.93501 -0.90990 -2.01081
N 3.75741 -7.01139 3.61918
C 3.22473 -6.08707 3.18548
C 2.56281 -4.92901 2.65963
C 3.10092 -3.65729 2.87351
C 2.45579 -2.53752 2.39302
C 1.24658 -2.64831 1.68265
C 0.72655 -3.93418 1.45809
C 1.37261 -5.05365 1.93962
C 0.59143 -1.49184 1.18779
C 0.09119 -0.45502 0.78415
H 4.02910 -3.56659 3.42402
H 2.86926 -1.55120 2.55153
H -0.19098 -4.02743 0.89363
H 0.96374 -6.04180 1.77021

=====

Ordered DFT total energy results: -63275.7006; -133342.7889; unit eV.